[1]
The following is a DFT calculation (ωB97M-V/def2-TZVPD) of a cluster of 2 separate species, C2H6OS2 in total in a non-equilibrium geometry.

Summary:
Frontier orbital gap ... 0.325 Eh
Energy ... -25887.5374 eV
SMILES ... C=CO.SS
Strongest force on any atom ... 1.7 eV/Å

The geometry in ORCA input format:
```
! RIJCOSX wB97M-V def2-TZVPD def2/J DEFGRID3
* xyz 0 1
S 3.33 -1.38 -2.23
S 3.60 -3.52 -2.31
H 2.01 -1.65 -2.35
H 2.61 -3.81 -3.15
C -1.21 2.28 1.35
C -1.48 0.98 1.27
O -2.67 0.38 1.61
H -0.37 2.62 0.76
H -2.02 2.96 1.63
H -0.73 0.21 1.13
H -3.07 0.94 2.30
*
```

***

[2]
The following is a DFT calculation (ωB97M-V/def2-TZVPD) of an isolated molecule of C2H6OSi in a non-equilibrium geometry.

Summary:
Frontier orbital gap ... 0.353 Eh
Energy ... -12094.3838 eV
SMILES ... CC(=O)[SiH3]
Strongest force on any atom ... 2.9 eV/Å

The geometry in ORCA input format:
```
! RIJCOSX wB97M-V def2-TZVPD def2/J DEFGRID3
* xyz 0 1
C 0.47 0.29 -0.63
C 1.15 0.43 0.91
O 1.03 0.72 -1.60
Si -1.33 -0.48 -0.66
H 1.08 1.45 1.30
H 2.22 0.11 1.01
H 0.39 -0.14 1.37
H -1.48 -1.03 0.68
H -2.47 0.27 -0.86
H -1.05 -1.62 -1.51
*
```

***

[3]
The following is a DFT calculation (ωB97M-V/def2-TZVPD) of an isolated molecule of C2H6S in a non-equilibrium geometry.

Summary:
Frontier orbital gap ... 0.351 Eh
Energy ... -13005.6879 eV
SMILES ... CSC
Strongest force on any atom ... 3.9 eV/Å

The geometry in ORCA input format:
```
! RIJCOSX wB97M-V def2-TZVPD def2/J DEFGRID3
* xyz 0 1
C -1.24 -0.42 -0.77
C 1.52 0.31 -0.13
H -0.92 0.29 -1.60
H -0.98 -1.47 -1.08
H -2.29 -0.27 -0.38
H 1.82 -0.67 -0.53
H 1.50 1.12 -0.75
H 2.26 0.62 0.51
S -0.19 0.07 0.58
*
```

***

[4]
The following is a DFT calculation (ωB97M-V/def2-TZVPD) of a cluster of 2 separate species, C2H6S2 in total in a non-equilibrium geometry.

Summary:
Frontier orbital gap ... 0.320 Eh
Energy ... -23839.8113 eV
SMILES ... C=C.SS
Strongest force on any atom ... 1.8 eV/Å

The geometry in ORCA input format:
```
! RIJCOSX wB97M-V def2-TZVPD def2/J DEFGRID3
* xyz 0 1
S -3.37 1.20 1.13
S -1.30 1.23 1.74
H -3.01 1.31 -0.15
H -0.90 1.20 0.46
C 1.56 -1.09 0.06
C 1.23 -0.38 -1.01
H 2.50 -0.92 0.57
H 1.09 -2.02 0.36
H 1.94 0.03 -1.71
H 0.25 -0.55 -1.44
*
```